Model A:
C2H2NO2S2 | ωB97M-V with the def2-TZVPD basis set

Results
HOMO level = -0.1467 Ha
charge = -1
HOMO-LUMO gap = 0.271 Ha

Last column: Löwdin charge in e.
Element x y z (Å)
C -0.716 -1.109 0.047  -0.78
C -0.560 0.526 -0.106  -0.27
N 0.746 0.717 -0.571  -0.70
O -1.875 -1.431 -0.014  -0.01
O 0.309 -1.720 0.193  -0.17
S 1.994 -0.274 0.298  0.46
S 2.062 1.813 0.150  0.27
H -1.151 0.679 -0.950  0.08
H -0.809 0.799 0.951  0.12



Model B:
C2H2NO2S2 | ωB97M-V with the def2-TZVPD basis set

Results
HOMO level (spin up / spin down) = -0.1183 / -0.1034 Ha
charge = -1
HOMO-LUMO gap (spin up / spin down) = 0.198 / 0.162 Ha

Last column: Löwdin charge in e.
Element x y z (Å)
C 0.013 0.903 -0.200  -0.65
C 1.182 -0.139 0.228  -0.76
N -1.171 0.328 -0.201  -0.24
O 0.324 2.070 -0.338  0.01
O -2.850 -1.438 -0.784  -0.59
S 2.872 0.271 -0.097  0.23
S -2.387 -0.510 0.304  0.88
H 0.859 -0.299 1.373  0.08
H 1.158 -1.186 -0.286  0.04



Most stable to least stable: model A, model B



Model A:
C3H7Cl2NSi | ωB97M-V with the def2-TZVPD basis set

Results
HOMO level (spin up / spin down) = -0.3406 / -0.3406 Ha
SMILES = C=C/[Si](Cl)=N/C.Cl
HOMO-LUMO gap (spin up / spin down) = 0.320 / 0.320 Ha

Last column: Löwdin charge in e.
Element x y z (Å)
C -0.808 -1.852 1.960  -0.08
C -0.101 -1.454 0.831  -0.30
C 0.034 2.088 -1.207  -0.24
N 0.075 0.837 -0.620  -0.35
Si 0.821 0.117 0.687  0.25
Cl 2.297 0.238 2.007  0.40
Cl 0.370 -0.896 -2.790  0.17
H -1.586 -2.719 2.025  0.09
H -0.882 -1.181 2.841  0.04
H -0.297 -2.219 -0.030  0.09
H 0.118 2.045 -2.320  0.08
H -1.031 2.407 -0.970  0.10
H 0.778 2.675 -0.701  0.06
H 0.212 -0.085 -1.713  -0.32



Model B:
C3H7Cl2NSi | ωB97M-V with the def2-TZVPD basis set

Results
HOMO level = -0.3581 Ha
SMILES = C=C[Si](Cl)(Cl)NC
HOMO-LUMO gap = 0.359 Ha

Last column: Löwdin charge in e.
Element x y z (Å)
C -0.115 -1.973 1.241  -0.04
C -0.694 -1.642 0.085  -0.28
C 1.487 1.315 -0.619  -0.11
N 0.140 1.272 0.124  -0.21
Si -1.007 0.155 -0.405  -0.11
Cl -1.878 0.497 -2.102  0.44
Cl -2.711 0.875 1.383  -0.12
H 0.060 -2.966 1.411  0.03
H 0.323 -1.181 1.770  0.04
H -0.805 -2.499 -0.726  0.10
H 1.493 0.411 -1.172  0.05
H 1.595 2.076 -1.395  0.08
H 2.312 1.432 -0.073  0.02
H -0.200 2.230 0.477  0.10



Most stable to least stable: model B, model A



Model A:
C17H56O11 | ωB97M-V with the def2-TZVPD basis set

Results
HOMO level = -0.3499 Ha
SMILES = CCO.CCO.CCO.CCO.CCO.CCO.CO.CO.CO.CO.CO
HOMO-LUMO gap = 0.367 Ha

Last column: Löwdin charge in e.
Element x y z (Å)
C -1.728 0.766 -5.331  -0.07
C -0.277 0.761 -4.767  -0.30
O -0.288 1.531 -3.559  -0.11
H -2.036 1.803 -5.461  0.07
H -2.457 0.163 -4.790  0.06
H -1.683 0.339 -6.334  0.07
H 0.422 1.238 -5.453  0.11
H 0.143 -0.221 -4.547  0.08
H 0.506 1.444 -3.027  0.01
C 4.559 -0.481 0.555  -0.08
C 5.974 0.012 0.902  -0.33
O 5.962 1.376 1.264  -0.07
H 4.433 -1.471 0.116  0.08
H 4.183 0.264 -0.147  0.05
H 3.949 -0.357 1.450  0.07
H 6.577 -0.089 -0.001  0.10
H 6.483 -0.657 1.595  0.11
H 6.823 1.635 1.601  0.08
C -1.073 2.805 2.779  -0.08
C -0.559 3.802 3.810  -0.30
O 0.738 4.187 3.417  -0.08
H -1.192 3.186 1.765  0.07
H -2.026 2.430 3.151  0.07
H -0.435 1.927 2.679  0.07
H -0.578 3.435 4.837  0.12
H -1.256 4.640 3.807  0.11
H 1.215 4.436 4.213  0.10
C -1.698 -2.138 -2.907  -0.06
C -1.228 -3.415 -2.229  -0.31
O -0.726 -4.270 -3.226  -0.08
H -2.470 -2.321 -3.655  0.08
H -0.827 -1.748 -3.434  0.06
H -2.221 -1.486 -2.207  0.06
H -2.062 -3.938 -1.759  0.10
H -0.414 -3.261 -1.521  0.10
H -0.606 -5.159 -2.882  0.08
C -3.592 -4.860 1.219  -0.05
C -3.308 -3.318 1.155  -0.36
O -3.985 -2.728 0.144  -0.07
H -3.333 -5.245 2.205  0.07
H -3.004 -5.316 0.422  0.06
H -4.650 -5.093 1.094  0.07
H -2.234 -3.182 1.027  0.10
H -3.713 -2.846 2.051  0.10
H -3.778 -1.791 0.159  0.02
C 0.232 4.739 -1.376  -0.08
C 0.897 4.350 -0.066  -0.30
O 0.478 5.348 0.897  -0.09
H 0.654 5.641 -1.820  0.08
H -0.830 4.897 -1.187  0.07
H 0.260 3.945 -2.123  0.05
H 1.986 4.314 -0.108  0.11
H 0.625 3.325 0.186  0.08
H 0.474 4.827 1.703  0.01
C 0.221 0.338 -0.020  -0.13
O -0.428 -0.629 0.755  -0.14
H 0.214 -0.046 -1.040  0.07
H -0.285 1.299 -0.112  0.07
H 1.236 0.481 0.350  0.09
H -1.349 -0.573 0.490  0.03
C 1.643 -2.944 1.846  -0.17
O 0.479 -3.214 1.132  -0.14
H 2.106 -1.982 1.625  0.07
H 1.375 -2.991 2.902  0.05
H 2.363 -3.755 1.733  0.08
H 0.062 -2.360 0.996  0.01
C -0.388 -1.370 3.988  -0.15
O 0.718 -1.621 4.880  -0.13
H -1.267 -1.109 4.577  0.07
H -0.163 -0.515 3.351  0.06
H -0.690 -2.259 3.433  0.07
H 0.668 -2.490 5.284  0.07
C -3.555 0.323 0.899  -0.10
O -2.941 -0.162 -0.272  -0.15
H -3.724 -0.409 1.689  0.09
H -2.817 1.033 1.272  0.07
H -4.503 0.800 0.652  0.10
H -2.791 0.552 -0.896  0.11
C 2.694 0.600 -2.767  -0.14
O 2.387 1.972 -2.451  -0.12
H 3.762 0.384 -2.797  0.08
H 2.228 -0.152 -2.129  0.07
H 2.345 0.294 -3.753  0.07
H 3.088 2.332 -1.903  0.08



Model B:
C17H56O11 | ωB97M-V with the def2-TZVPD basis set

Results
HOMO level = -0.3530 Ha
SMILES = CC(C)O.CCO.CCO.CCO.CCO.CO.CO.CO.CO.CO.CO
HOMO-LUMO gap = 0.361 Ha

Last column: Löwdin charge in e.
Element x y z (Å)
C 2.178 -3.607 2.578  -0.05
C 3.095 -3.884 1.395  -0.46
C 3.486 -5.347 1.397  -0.05
O 2.342 -3.592 0.208  -0.07
H 1.663 -2.641 2.531  0.07
H 2.597 -3.662 3.583  0.09
H 1.322 -4.291 2.588  0.08
H 3.931 -3.182 1.396  0.11
H 4.239 -5.536 0.625  0.08
H 2.613 -5.964 1.202  0.08
H 3.942 -5.605 2.354  0.09
H 2.846 -3.803 -0.583  0.10
C -2.282 3.482 -1.676  -0.06
C -3.757 3.247 -1.349  -0.30
O -4.638 3.920 -2.244  -0.08
H -1.866 2.832 -2.448  0.04
H -1.688 3.103 -0.832  0.06
H -2.110 4.544 -1.829  0.08
H -3.987 3.543 -0.324  0.10
H -3.921 2.174 -1.461  0.08
H -4.536 4.860 -2.062  0.08
C 0.210 0.765 -0.710  -0.07
C 1.036 -0.498 -0.553  -0.24
O 0.548 -1.311 0.544  -0.13
H 0.511 1.315 -1.604  0.08
H 0.331 1.470 0.112  0.06
H -0.853 0.563 -0.846  0.07
H 2.038 -0.226 -0.212  0.11
H 1.025 -1.055 -1.487  0.11
H 0.862 -2.213 0.375  0.04
C 2.196 4.453 0.024  -0.08
C 1.304 5.504 0.673  -0.32
O -0.055 5.251 0.349  -0.10
H 1.663 3.502 -0.015  0.05
H 3.186 4.334 0.467  0.07
H 2.376 4.688 -1.029  0.07
H 1.595 6.474 0.262  0.11
H 1.532 5.599 1.740  0.11
H -0.235 4.366 0.708  0.03
C -0.929 -4.595 0.110  -0.07
C -1.534 -3.791 1.249  -0.29
O -2.522 -4.590 1.940  -0.08
H -1.645 -5.202 -0.444  0.08
H -0.042 -5.164 0.372  0.06
H -0.650 -3.838 -0.640  0.06
H -2.046 -2.890 0.891  0.09
H -0.809 -3.405 1.961  0.09
H -3.010 -5.068 1.270  0.06
C -3.814 -0.289 -0.358  -0.12
O -3.749 -0.077 -1.766  -0.13
H -3.120 0.357 0.179  0.07
H -4.781 -0.036 0.088  0.09
H -3.599 -1.337 -0.138  0.07
H -4.462 -0.604 -2.142  0.10
C -1.128 -1.683 -3.265  -0.14
O -1.277 -0.271 -3.355  -0.15
H -0.193 -1.956 -3.748  0.09
H -1.166 -2.005 -2.220  0.06
H -1.940 -2.222 -3.765  0.08
H -2.114 -0.070 -2.911  0.05
C -0.157 0.240 3.448  -0.13
O -0.928 0.256 2.252  -0.16
H -0.412 1.102 4.069  0.08
H -0.386 -0.658 4.029  0.08
H 0.910 0.334 3.227  0.09
H -0.472 -0.312 1.600  0.03
C 0.116 2.319 -4.465  -0.15
O 0.977 1.173 -4.504  -0.14
H -0.600 2.191 -3.653  0.03
H 0.647 3.256 -4.324  0.08
H -0.431 2.339 -5.410  0.08
H 0.432 0.437 -4.190  0.03
C 5.421 -1.041 0.713  -0.16
O 5.496 -0.752 2.110  -0.12
H 5.986 -0.270 0.184  0.08
H 5.878 -2.020 0.556  0.08
H 4.421 -0.955 0.270  0.06
H 5.352 -1.583 2.571  0.06
C -2.368 3.400 2.477  -0.13
O -1.054 3.114 2.005  -0.16
H -2.958 2.482 2.512  0.08
H -2.332 3.852 3.471  0.08
H -2.839 4.097 1.785  0.07
H -0.905 2.163 2.115  0.02



Most stable to least stable: model B, model A



Model A:
CH5BrP2 | ωB97M-V with the def2-TZVPD basis set

Results
HOMO level = -0.3218 Ha
SMILES = CP(#[PH2])Br
HOMO-LUMO gap = 0.340 Ha

Last column: Löwdin charge in e.
Element x y z (Å)
C 0.539 1.073 -0.574  -0.30
P -0.471 -1.905 0.294  0.43
P -1.314 0.131 -0.073  0.15
Br -2.091 -0.050 -2.111  0.12
H 1.292 0.393 -0.661  -0.04
H 0.756 1.672 0.272  -0.01
H 0.417 1.747 -1.375  -0.01
H -0.914 -1.868 1.689  -0.15
H -1.658 -2.485 -0.164  -0.19



Model B:
CH5BrP2 | ωB97M-V with the def2-TZVPD basis set

Results
HOMO level = -0.3179 Ha
SMILES = C[PH]#[PH]Br
HOMO-LUMO gap = 0.330 Ha

Last column: Löwdin charge in e.
Element x y z (Å)
C -0.986 -1.145 0.032  -0.30
P -0.470 0.770 -0.725  0.44
P 1.216 1.043 0.589  0.05
Br 2.689 -0.484 -0.034  0.10
H -1.115 -0.942 1.149  0.03
H -0.015 -1.653 -0.341  0.00
H -1.819 -1.412 -0.491  -0.06
H -1.227 1.691 0.097  -0.13
H 1.726 2.133 -0.276  -0.13



Most stable to least stable: model A, model B



Model A:
C12H21Cl2N5Sn | ωB97M-V with the def2-TZVPD basis set

Results
HOMO level (spin up / spin down) = -0.5336 / -0.5143 Ha
charge = +2
HOMO-LUMO gap (spin up / spin down) = 0.243 / 0.205 Ha

Last column: Löwdin charge in e.
Element x y z (Å)
Sn 0.453 0.169 -0.086  1.34
N 1.578 -0.148 -2.531  -0.06
C 0.623 0.547 -3.410  -0.23
C -0.753 -0.082 -3.270  -0.17
N -1.403 0.108 -1.950  -0.23
C -2.275 -1.053 -1.675  -0.18
C -1.483 -2.260 -1.212  -0.21
N -0.779 -1.921 0.040  -0.05
C -2.191 1.364 -1.892  -0.16
C -1.483 2.534 -1.224  -0.22
N -1.049 2.134 0.123  -0.07
H 2.477 0.325 -2.546  0.09
H 1.748 -1.087 -2.885  0.10
H 0.919 0.492 -4.460  0.14
H 0.598 1.600 -3.136  0.11
H -0.633 -1.153 -3.438  0.12
H -1.407 0.295 -4.062  0.14
H -2.865 -1.317 -2.559  0.15
H -2.971 -0.787 -0.878  0.13
H -0.738 -2.556 -1.950  0.12
H -2.169 -3.096 -1.076  0.14
H -0.190 -2.698 0.329  0.11
H -1.454 -1.788 0.791  0.10
H -3.098 1.172 -1.315  0.13
H -2.509 1.668 -2.892  0.14
H -2.170 3.381 -1.197  0.14
H -0.605 2.842 -1.788  0.11
H -1.856 1.946 0.714  0.11
H -0.546 2.897 0.569  0.11
Cl 3.162 -0.573 1.159  0.70
C 2.670 -0.423 2.790  -0.59
C 3.588 -0.487 3.792  -0.07
C 3.174 -0.387 5.132  0.00
C 1.837 -0.207 5.461  -0.07
C 0.886 -0.092 4.476  -0.60
Cl -0.746 0.135 4.858  0.80
C 1.245 -0.188 3.059  -0.45
N 0.339 -0.068 2.156  -0.05
H 4.634 -0.636 3.563  0.13
H 3.911 -0.461 5.919  0.13
H 1.533 -0.141 6.497  0.13



Model B:
C12H21Cl2N5Sn | ωB97M-V with the def2-TZVPD basis set

Results
HOMO level (spin up / spin down) = -0.5285 / -0.5146 Ha
charge = +2
HOMO-LUMO gap (spin up / spin down) = 0.242 / 0.210 Ha

Last column: Löwdin charge in e.
Element x y z (Å)
Sn 0.385 0.248 -0.117  1.29
N 1.447 -0.535 -2.314  -0.05
C 0.751 0.395 -3.222  -0.24
C -0.736 0.090 -3.241  -0.15
N -1.401 0.192 -1.908  -0.22
C -2.205 -1.025 -1.634  -0.16
C -1.326 -2.210 -1.292  -0.19
N -0.498 -1.859 -0.120  -0.04
C -2.251 1.411 -1.786  -0.15
C -1.583 2.520 -0.990  -0.21
N -1.170 1.967 0.311  -0.06
H 2.430 -0.286 -2.238  0.09
H 1.419 -1.485 -2.677  0.11
H 1.135 0.333 -4.242  0.14
H 0.936 1.412 -2.868  0.11
H -0.878 -0.923 -3.624  0.13
H -1.227 0.756 -3.950  0.14
H -2.846 -1.261 -2.488  0.15
H -2.858 -0.820 -0.784  0.13
H -0.663 -2.470 -2.116  0.11
H -1.946 -3.082 -1.087  0.14
H 0.261 -2.525 0.010  0.12
H -1.041 -1.898 0.742  0.11
H -3.178 1.138 -1.282  0.13
H -2.528 1.782 -2.772  0.14
H -2.273 3.357 -0.883  0.14
H -0.690 2.890 -1.499  0.12
H -1.968 1.682 0.876  0.12
H -0.663 2.650 0.871  0.11
Cl 3.124 -0.753 0.994  0.71
C 2.580 -0.439 2.608  -0.57
C 3.484 -0.512 3.625  -0.08
C 3.061 -0.292 4.944  0.00
C 1.733 0.006 5.233  -0.07
C 0.819 0.106 4.214  -0.59
Cl -0.805 0.492 4.568  0.77
C 1.183 -0.105 2.818  -0.46
N 0.271 0.004 1.901  -0.13
H 4.517 -0.754 3.419  0.12
H 3.781 -0.362 5.748  0.13
H 1.416 0.169 6.254  0.12



Most stable to least stable: model B, model A